# C3H8N2OS2

A cluster of 2 separate species, C3H8N2OS2 in total at a distorted geometry (ωB97M-V with the def2-TZVPD basis set, the OMol25 dataset).

Results
- E_HOMO (alpha / beta) (eV) = -12.928 / -13.380
- ⟨S²⟩ = 0.79
- energy above the lowest of the compared OMol25 structures with the same formula, charge and spin (kJ/mol) = 254.16
- LUMO (alpha / beta) (eV) = -7.62 / -7.53
- orbital gap (alpha / beta) (Ha) = 0.19515 / 0.21495

Geometry as ORCA input:
```
! RIJCOSX wB97M-V def2-TZVPD def2/J DEFGRID3
* xyz 1 2
S -1.52 0.34 3.18
S -1.73 -1.25 2.07
C 0.58 0.21 0.50
C -0.26 -0.60 -0.45
C 1.06 0.33 -0.98
N 2.14 -0.42 -1.34
O 0.76 1.34 -1.59
N -1.47 -0.16 -0.94
H -2.47 1.13 2.64
H 1.14 -0.41 1.19
H 0.13 1.12 0.86
H -0.12 -1.68 -0.44
H 2.36 -0.25 -2.32
H 2.96 -0.28 -0.75
H -2.19 -0.16 -0.22
H -1.38 0.73 -1.41
*
```

Atom charges from the Löwdin analysis, given in e for atoms 1 to 4: number 1, S, carries 0.3352; number 2, S, carries 0.1991; number 3, C, carries -0.0093; number 4, C, carries -0.2076



# C4H8FO2P

The molecule C4H8FO2P at a distorted geometry (ωB97M-V with the def2-TZVPD basis set, the OMol25 dataset).

Results
- E_HOMO (eV) = -10.661
- energy above the lowest of the compared OMol25 structures with the same formula, charge and spin (kJ/mol) = 0.00
- LUMO (eV) = 0.69
- orbital gap (Ha) = 0.41715

Geometry as ORCA input:
```
! RIJCOSX wB97M-V def2-TZVPD def2/J DEFGRID3
* xyz 0 1
C 0.74 -1.20 0.40
C 0.06 -0.18 1.30
C 1.57 -0.37 -0.59
C -1.89 0.62 -0.85
O -0.44 2.55 0.54
O 0.89 0.73 -1.01
F 2.74 0.02 0.05
P -0.44 1.15 0.13
H 1.38 -1.89 0.95
H 0.00 -1.76 -0.17
H -0.79 -0.58 1.84
H 0.77 0.26 2.01
H 1.91 -0.96 -1.46
H -1.70 0.86 -1.89
H -2.08 -0.44 -0.74
H -2.74 1.19 -0.50
*
```

Atom charges from the Löwdin analysis, given in e for atoms 1 to 4: number 1, C, carries -0.1642; number 2, C, carries -0.2181; number 3, C, carries -0.4753; number 4, C, carries -0.1360



# C44H56BrN4O7P4Si2W

A structure of composition C44H56BrN4O7P4Si2W at a distorted geometry (ωB97M-V with the def2-TZVPD basis set, the OMol25 dataset).

Results
- E_HOMO (alpha / beta) (eV) = -4.001 / -5.278
- ⟨S²⟩ = 2.04
- LUMO (alpha / beta) (eV) = 1.31 / 1.28
- orbital gap (alpha / beta) (Ha) = 0.19526 / 0.24114

Geometry as ORCA input:
```
! RIJCOSX wB97M-V def2-TZVPD def2/J DEFGRID3
* xyz -1 3
W 0.75 0.63 -0.44
C -2.36 0.52 -4.40
Si -0.63 0.02 -3.76
C 0.47 1.32 -4.59
C -0.01 -1.58 -4.57
N -0.67 -0.18 -2.01
P -1.49 -1.20 -1.07
C -0.61 -1.03 0.43
P 0.75 -2.07 0.64
N 2.01 -1.07 0.45
Si 3.73 -1.37 0.42
C 4.19 -3.18 0.02
C 4.50 -1.12 2.14
C 4.89 -0.44 -0.74
C 1.10 -3.56 -0.36
C 1.02 -4.87 0.14
C 1.29 -5.94 -0.70
C 1.62 -5.72 -2.03
C 1.69 -4.42 -2.53
C 1.43 -3.35 -1.69
C 0.66 -2.74 2.34
C -0.52 -2.58 3.07
C -0.61 -3.05 4.37
C 0.47 -3.70 4.95
C 1.65 -3.87 4.22
C 1.73 -3.40 2.92
C -3.21 -0.58 -0.84
C -3.60 0.68 -1.28
C -4.92 1.08 -1.17
C -5.86 0.23 -0.61
C -5.48 -1.02 -0.14
C -4.16 -1.42 -0.26
C -2.03 -2.75 -1.92
C -2.86 -2.56 -3.03
C -3.31 -3.63 -3.77
C -2.96 -4.93 -3.42
C -2.19 -5.13 -2.28
C -1.76 -4.06 -1.52
H -2.51 0.12 -5.41
H -2.42 1.60 -4.45
H -3.20 0.18 -3.79
H -0.07 1.68 -5.47
H 1.40 0.88 -4.94
H 0.70 2.19 -3.99
H -0.06 -1.46 -5.66
H -0.57 -2.47 -4.30
H 1.03 -1.72 -4.30
H 3.59 -3.92 0.55
H 5.23 -3.32 0.33
H 4.12 -3.40 -1.04
H 4.15 -1.85 2.87
H 4.34 -0.13 2.56
H 5.58 -1.26 2.04
H 4.74 -0.70 -1.78
H 5.91 -0.74 -0.48
H 4.84 0.65 -0.65
H 0.75 -5.04 1.17
H 1.25 -6.95 -0.31
H 1.82 -6.56 -2.69
H 1.95 -4.25 -3.56
H 1.50 -2.33 -2.06
H -1.34 -2.06 2.60
H -1.52 -2.92 4.94
H 0.41 -4.06 5.97
H 2.49 -4.37 4.68
H 2.65 -3.53 2.36
H -2.86 1.34 -1.72
H -5.21 2.06 -1.53
H -6.90 0.54 -0.53
H -6.21 -1.69 0.30
H -3.86 -2.41 0.09
H -3.14 -1.56 -3.31
H -3.94 -3.45 -4.64
H -3.29 -5.77 -4.01
H -1.93 -6.14 -1.98
H -1.22 -4.24 -0.61
C -3.15 0.79 1.96
P -1.59 1.68 1.48
C -2.31 3.36 1.25
C -1.06 1.83 3.27
C 0.38 2.28 3.45
P 1.47 1.12 2.49
C 1.77 -0.04 3.93
C 3.03 2.11 2.61
H -3.48 1.13 2.94
H -2.96 -0.28 1.99
H -3.95 0.98 1.24
H -3.01 3.58 2.05
H -2.83 3.39 0.29
H -1.51 4.10 1.22
H -1.20 0.84 3.71
H -1.75 2.51 3.76
H 0.67 2.25 4.51
H 0.52 3.29 3.07
H 2.23 0.49 4.76
H 2.40 -0.87 3.64
H 0.81 -0.45 4.26
H 3.50 1.95 3.58
H 2.79 3.17 2.51
H 3.73 1.85 1.82
O 3.27 -0.15 -3.72
C 2.70 0.43 -2.81
O 1.77 -0.13 -2.08
C 2.92 1.85 -2.44
C 3.44 2.84 -3.24
C 3.48 4.16 -2.76
C 2.89 4.53 -1.56
C 2.32 3.53 -0.78
C 2.45 2.17 -1.16
O 2.52 1.23 -0.19
N 1.55 3.76 0.33
O 0.80 2.72 0.72
O 1.47 4.83 0.95
N 4.12 5.17 -3.56
O 4.23 6.29 -3.09
O 4.52 4.87 -4.67
H 3.83 2.61 -4.22
H 2.85 5.56 -1.26
Br -0.64 2.69 -1.71
*
```

Atom charges from the Löwdin analysis, given in e for atoms 1 to 4: number 1, W, carries 1.5489; number 2, C, carries -0.1843; number 3, Si, carries 0.3783; number 4, C, carries -0.1944



# C2H8NS2

The ion C2H8NS2 with charge +1 at a distorted geometry (ωB97M-V with the def2-TZVPD basis set, the OMol25 dataset).

Results
- E_HOMO (eV) = -11.693
- energy above the lowest of the compared OMol25 structures with the same formula, charge and spin (kJ/mol) = 295.98
- LUMO (eV) = -3.51
- orbital gap (Ha) = 0.30054

Geometry as ORCA input:
```
! RIJCOSX wB97M-V def2-TZVPD def2/J DEFGRID3
* xyz 1 1
S -0.24 -1.51 -1.06
S -0.65 -2.11 -2.97
H 1.01 -1.97 -0.83
H -1.87 -1.56 -3.12
C -0.28 0.38 1.00
C -0.33 0.46 -0.39
N 0.79 1.07 1.73
H -0.83 -0.37 1.51
H -1.26 0.70 -0.90
H 0.49 1.06 -0.82
H 0.37 1.81 2.30
H 1.31 0.49 2.40
H 1.48 1.53 1.13
*
```

Atom charges from the Löwdin analysis, given in e for atoms 1 to 4: number 1, S, carries 0.5272; number 2, S, carries 0.3888; number 3, H, carries -0.0614; number 4, H, carries -0.1577



# C3H14N5

A structure of composition C3H14N5 at a distorted geometry (ωB97M-V with the def2-TZVPD basis set, the OMol25 dataset).

Results
- E_HOMO (alpha / beta) (eV) = -9.200 / -13.802
- ⟨S²⟩ = 2.01
- energy above the lowest of the compared OMol25 structures with the same formula, charge and spin (kJ/mol) = 0.00
- LUMO (alpha / beta) (eV) = -2.58 / -6.93
- orbital gap (alpha / beta) (Ha) = 0.24324 / 0.25267

Geometry as ORCA input:
```
! RIJCOSX wB97M-V def2-TZVPD def2/J DEFGRID3
* xyz 1 3
C 1.21 -0.87 -1.56
C 0.84 -0.24 0.30
C 0.27 1.10 0.04
N -0.11 -1.18 0.80
N 2.15 -0.13 0.88
N 1.13 2.10 -0.06
N -1.02 1.26 -0.11
N -2.98 -0.52 0.11
H 0.24 -1.16 -1.92
H 1.90 -1.68 -1.41
H 1.65 -0.02 -2.06
H -0.41 -0.96 1.75
H 0.26 -2.12 0.79
H 2.69 -0.98 0.77
H 2.11 0.09 1.87
H 0.86 3.03 -0.31
H 2.11 1.87 0.09
H -1.73 0.45 -0.02
H -1.38 2.17 -0.33
H -2.70 -1.40 0.52
H -3.71 -0.12 0.68
H -3.38 -0.72 -0.80
*
```

Atom charges from the Löwdin analysis, given in e for atoms 1 to 4: number 1, C, carries 0.0860; number 2, C, carries -0.4306; number 3, C, carries -0.4167; number 4, N, carries 0.1134



# C5H8N2

The molecule C5H8N2 (ωB97M-V with the def2-TZVPD basis set, the OMol25 dataset).

Results
- E_HOMO (eV) = -7.288
- energy above the lowest of the compared OMol25 structures with the same formula, charge and spin (kJ/mol) = 62.18
- LUMO (eV) = 0.93
- orbital gap (Ha) = 0.30211

Geometry as ORCA input:
```
! RIJCOSX wB97M-V def2-TZVPD def2/J DEFGRID3
* xyz 0 1
C 1.62 0.38 -0.72
N 0.22 0.03 -0.58
C -0.73 0.96 -1.01
C -1.83 0.87 -0.21
C -1.58 -0.16 0.76
C -0.32 -0.65 0.50
N 0.38 -1.71 1.09
H 2.11 0.41 0.26
H 2.17 -0.30 -1.38
H 1.63 1.40 -1.12
H -0.56 1.52 -1.91
H -2.72 1.47 -0.29
H -2.26 -0.52 1.51
H 1.38 -1.71 0.92
H 0.17 -1.82 2.07
*
```

Atom charges from the Löwdin analysis, given in e for atoms 1 to 4: number 1, C, carries -0.0395; number 2, N, carries -0.1165; number 3, C, carries -0.1377; number 4, C, carries -0.1052



# C2H4N2S3

The molecule C2H4N2S3 at a distorted geometry (ωB97M-V with the def2-TZVPD basis set, the OMol25 dataset).

Results
- E_HOMO (eV) = -8.551
- energy above the lowest of the compared OMol25 structures with the same formula, charge and spin (kJ/mol) = 143.08
- LUMO (eV) = -0.28
- orbital gap (Ha) = 0.30385

Geometry as ORCA input:
```
! RIJCOSX wB97M-V def2-TZVPD def2/J DEFGRID3
* xyz 0 1
C 1.44 -0.07 0.00
C -0.86 0.88 0.09
N 0.49 0.95 -0.17
N -1.71 -0.03 -0.19
S 2.86 0.10 -0.68
S 1.06 -1.45 1.00
S -2.07 -1.48 -0.78
H 0.08 -0.87 1.84
H -1.20 1.91 0.54
H 0.89 1.89 -0.17
H -0.98 -1.82 -1.48
*
```

Atom charges from the Löwdin analysis, given in e for atoms 1 to 4: number 1, C, carries -1.3135; number 2, C, carries -0.3437; number 3, N, carries -0.0722; number 4, N, carries -0.4736



# C4H12N2O2

A cluster of 2 separate species, C4H12N2O2 in total at a distorted geometry (ωB97M-V with the def2-TZVPD basis set, the OMol25 dataset).

Results
- E_HOMO (eV) = -9.598
- energy above the lowest of the compared OMol25 structures with the same formula, charge and spin (kJ/mol) = 216.77
- LUMO (eV) = 0.66
- orbital gap (Ha) = 0.37687

Geometry as ORCA input:
```
! RIJCOSX wB97M-V def2-TZVPD def2/J DEFGRID3
* xyz 0 1
O 1.30 2.83 -0.45
C 1.51 2.38 0.72
N 1.14 1.17 1.11
N 0.26 -2.11 -0.59
C 0.74 -3.48 -0.65
C 0.40 0.19 0.30
C 0.79 -1.29 0.55
H 1.90 2.95 1.60
H 1.25 0.86 2.07
H 0.81 -1.66 -1.33
H 1.80 -3.43 -0.35
H 0.69 -3.82 -1.70
H 0.23 -4.22 -0.02
H 0.52 0.39 -0.79
H -0.68 0.27 0.53
H 1.90 -1.20 0.61
H 0.43 -1.66 1.52
O -5.21 4.07 -1.35
H -5.55 3.76 -0.48
H -4.23 4.01 -1.28
*
```

Atom charges from the Löwdin analysis, given in e for atoms 1 to 4: number 1, O, carries -0.0414; number 2, C, carries -0.3484; number 3, N, carries 0.0066; number 4, N, carries -0.1353



Number 1: DFT total energy -1099.823688 Ha. Number 2: DFT total energy -748.978677 Ha. Number 3: DFT total energy -7041.523679 Ha. Number 4: DFT total energy -931.759542 Ha. Number 5: DFT total energy -396.092060 Ha. Number 6: DFT total energy -304.811810 Ha. Number 7: DFT total energy -1382.617598 Ha. Number 8: DFT total energy -419.565919 Ha.